An isolated molecule of C9H15OP at a distorted geometry. Source: the Open Molecules 2025 dataset; level of theory: ωB97M-V/def2-TZVPD.

LUMO: -0.915 eV
total charge: 0
ΔE to the lowest compared entry with this formula, charge and spin: 4.2425 eV
gap between HOMO and LUMO: 7.0 eV
calculated total energy: -20907.2003 eV
largest force on an atom: 0.11196 Eh/bohr

Positions of all 26 atoms, in Å:
C1 -2.225 -1.080 2.599
C2 -1.814 -0.439 1.667
C3 -1.348 -1.349 -1.209
C4 0.915 0.329 -0.547
C5 -1.340 0.351 0.621
C6 0.076 0.781 0.701
C7 0.061 2.395 0.857
C8 0.648 0.055 1.849
C9 1.242 -1.601 -2.620
O1 0.772 -2.351 0.027
P1 0.470 -1.382 -1.016
H1 -2.381 -1.568 3.409
H2 -1.922 -1.741 -0.335
H3 -2.049 -0.704 -1.765
H4 0.792 1.072 -1.284
H5 2.036 0.299 -0.405
H6 -1.917 0.905 -0.081
H7 1.050 2.884 0.681
H8 -0.419 2.498 1.908
H9 -0.474 2.806 0.072
H10 0.263 0.328 2.756
H11 1.764 0.323 1.817
H12 0.686 -1.022 1.741
H13 0.899 -2.579 -2.878
H14 0.645 -1.022 -3.238
H15 2.292 -1.384 -2.574

Forces on atoms 1 to 3 (eV/Å):
C 1.3 2.9 -4.7
C -1.4 0.2 0.3
C -0.7 2.2 2.9


A cluster of 2 separate species, C3H10S2 in total at a distorted geometry. Source: the Open Molecules 2025 dataset; level of theory: ωB97M-V/def2-TZVPD.

LUMO: 0.662 eV
SMILES: CCS.CS
total charge: 0
ΔE to the lowest compared entry with this formula, charge and spin: 0.6945 eV
gap between HOMO and LUMO: 9.7 eV
calculated total energy: -24943.0021 eV
largest force on an atom: 0.03094 Eh/bohr

Positions of all 15 atoms, in Å:
C1 -3.576 0.882 -1.129
S1 -3.062 2.286 -0.146
H1 -4.283 0.973 -1.967
H2 -2.641 0.522 -1.552
H3 -4.072 0.118 -0.529
H4 -4.185 2.423 0.575
C2 3.050 -1.118 -0.311
C3 2.463 -0.369 0.871
S2 1.455 -1.292 2.124
H5 2.296 -1.407 -1.046
H6 3.385 -2.044 0.172
H7 3.843 -0.558 -0.804
H8 3.309 0.057 1.421
H9 1.800 0.444 0.559
H10 0.217 -0.917 1.761

Forces on atoms 1 to 3 (eV/Å):
C -0.5 -0.9 -0.5
S -0.4 0.4 0.0
H 0.3 1.0 0.2


The ion C3H4N5O2S with charge +1 at a distorted geometry. Source: the Open Molecules 2025 dataset; level of theory: ωB97M-V/def2-TZVPD.

LUMO (alpha / beta): -5.587 / -6.842 eV
total charge: +1
multiplicity: 3
ΔE to the lowest compared entry with this formula, charge and spin: 0.0000 eV
gap between HOMO and LUMO (alpha / beta): 8.1 / 8.4 eV
calculated total energy: -25541.1566 eV
largest force on an atom: 0.09309 Eh/bohr

Positions of all 15 atoms, in Å:
C1 0.366 -1.138 1.648
C2 1.252 -0.375 0.538
C3 -0.759 -0.095 -1.472
N1 -1.890 -1.465 -3.129
N2 -0.731 -1.603 1.531
N3 -1.404 -0.818 -2.322
N4 -1.161 1.087 -1.109
N5 1.126 1.133 1.037
O1 1.138 1.251 2.203
O2 0.903 1.933 0.180
S1 0.908 -0.742 -1.186
H1 0.827 -1.240 2.707
H2 2.312 -0.695 0.648
H3 -0.698 1.631 -0.416
H4 -2.190 1.134 -0.859

Forces on atoms 1 to 3 (eV/Å):
C 3.7 0.9 1.3
C -0.6 -0.6 1.6
C 3.7 -0.7 1.0


A structure of composition C24H44LiN2O16 at a distorted geometry. Source: the Open Molecules 2025 dataset; level of theory: ωB97M-V/def2-TZVPD.

LUMO: -2.242 eV
total charge: +1
ΔE to the lowest compared entry with this formula, charge and spin: 0.0486 eV
gap between HOMO and LUMO: 8.4 eV
calculated total energy: -61529.1607 eV
largest force on an atom: 0.23889 Eh/bohr

Positions of all 87 atoms, in Å:
C1 5.685 -4.712 -0.097
C2 4.501 -3.808 -0.657
N1 4.054 -2.573 0.151
C3 3.912 -3.012 1.513
C4 5.118 -1.547 0.100
C5 5.448 -0.932 -1.342
C6 2.821 -2.042 -0.395
C7 1.498 -2.937 -0.121
O1 0.400 -2.314 -0.535
C8 0.184 -2.436 -1.924
H1 5.302 -5.255 0.780
H2 6.582 -4.285 0.446
H3 5.906 -5.427 -0.678
H4 3.580 -4.460 -0.755
H5 4.884 -3.666 -1.733
H6 3.426 -2.258 2.011
H7 4.926 -2.929 2.177
H8 3.175 -3.942 1.814
H9 6.083 -1.962 0.512
H10 4.763 -0.707 0.669
H11 5.638 -1.742 -2.116
H12 6.364 -0.122 -1.141
H13 4.931 -0.092 -1.802
H14 2.987 -1.933 -1.421
H15 2.682 -1.116 -0.015
H16 1.142 -3.119 0.923
H17 1.528 -4.106 -0.621
H18 -0.781 -1.997 -2.215
H19 0.094 -3.509 -2.247
H20 1.019 -2.074 -2.576
Li1 -0.284 0.151 -0.236
N2 1.246 0.962 -2.029
O2 1.702 1.094 -0.903
O3 1.873 0.417 -2.849
O4 -0.023 0.918 -2.173
C9 -5.852 -1.189 2.439
C10 -5.569 -0.964 0.926
C11 -5.312 0.538 0.569
O5 -3.893 0.670 0.313
C12 -3.360 -0.567 0.310
O6 -2.240 -0.784 0.036
O7 -4.284 -1.538 0.543
H21 -5.924 -2.209 2.509
H22 -6.916 -0.669 2.703
H23 -4.980 -0.827 3.029
H24 -6.373 -1.359 0.360
H25 -5.828 1.294 1.377
H26 -5.858 0.728 -0.343
C13 -0.779 6.749 0.021
C14 -1.698 5.553 -0.195
C15 -1.948 5.042 -1.608
O8 -1.848 3.648 -1.508
C16 -1.457 3.306 -0.165
O9 -1.211 2.187 0.235
O10 -1.338 4.425 0.551
H27 -1.082 7.775 -0.492
H28 0.208 6.468 -0.210
H29 -0.836 6.786 1.238
H30 -2.728 5.838 -0.128
H31 -1.061 5.756 -2.035
H32 -2.797 5.120 -2.170
C17 -4.762 2.171 -2.686
C18 -4.311 0.884 -3.443
C19 -3.019 0.191 -3.032
O11 -3.338 -1.116 -2.717
C20 -4.727 -1.280 -2.764
O12 -5.405 -2.343 -2.602
O13 -5.279 -0.072 -3.047
H33 -4.068 2.886 -2.141
H34 -5.510 2.038 -1.894
H35 -5.391 2.767 -3.320
H36 -4.412 0.898 -4.347
H37 -2.496 0.453 -1.954
H38 -2.416 0.460 -3.751
C21 3.282 1.678 3.808
C22 2.649 0.282 3.815
C23 1.451 0.272 4.702
O14 0.377 0.187 3.729
C24 0.898 -0.120 2.593
O15 0.202 -0.494 1.650
O16 2.155 -0.045 2.592
H39 2.710 2.418 3.475
H40 4.054 1.543 3.189
H41 3.577 1.929 4.669
H42 3.429 -0.495 3.939
H43 1.485 1.159 5.380
H44 1.483 -0.566 5.304

Forces on atoms 1 to 3 (eV/Å):
C -2.5 5.5 7.2
C 1.1 -2.2 -1.8
N 2.3 -2.7 -1.4


A structure of composition B2F8Tl at a distorted geometry. Source: the Open Molecules 2025 dataset; level of theory: ωB97M-V/def2-TZVPD.

LUMO (alpha / beta): -15.981 / -17.548 eV
total charge: +2
multiplicity: 2
ΔE to the lowest compared entry with this formula, charge and spin: 0.0000 eV
gap between HOMO and LUMO (alpha / beta): 6.9 / 4.2 eV
calculated total energy: -27763.9009 eV
largest force on an atom: 0.07455 Eh/bohr

Positions of all 11 atoms, in Å:
Tl1 -18.483 14.775 -18.942
B1 -17.301 16.511 -22.617
F1 -18.272 17.300 -23.070
F2 -17.543 16.303 -21.300
F3 -17.303 15.323 -23.351
F4 -16.122 17.186 -22.753
B2 -19.050 13.781 -15.631
F5 -18.231 14.805 -16.050
F6 -19.103 13.014 -16.814
F7 -18.451 13.048 -14.611
F8 -20.328 14.163 -15.231

Forces on atoms 1 to 3 (eV/Å):
Tl 0.2 -0.2 0.5
B 0.8 -1.1 -1.4
F -1.5 1.3 -1.4


A structure of composition C15H22BN10OPtS. Source: the Open Molecules 2025 dataset; level of theory: ωB97M-V/def2-TZVPD.

LUMO (alpha / beta): -1.931 / -3.480 eV
total charge: +1
multiplicity: 3
gap between HOMO and LUMO (alpha / beta): 8.5 / 8.3 eV
calculated total energy: -47615.5180 eV
largest force on an atom: 0.00586 Eh/bohr

Positions of all 51 atoms, in Å:
Pt1 0.331 0.036 0.593
C1 -1.361 3.995 1.512
C2 -0.258 3.150 1.392
N1 -0.665 1.912 1.126
N2 -2.014 1.927 1.066
C3 -2.452 3.172 1.302
B1 -2.825 0.656 0.709
N3 -2.431 -0.491 1.667
C4 -3.194 -1.188 2.524
C5 -2.414 -2.154 3.126
C6 -1.149 -1.984 2.565
N4 -1.177 -0.984 1.689
N5 -2.488 0.218 -0.736
C7 -3.339 -0.193 -1.688
C8 -2.611 -0.733 -2.730
C9 -1.286 -0.631 -2.311
N6 -1.218 -0.048 -1.114
H1 -1.366 5.049 1.725
H2 0.796 3.360 1.487
H3 -3.508 3.387 1.299
H4 -3.996 0.884 0.806
H5 -4.238 -0.950 2.641
H6 -2.719 -2.882 3.856
H7 -0.231 -2.519 2.743
H8 -4.401 -0.071 -1.560
H9 -2.984 -1.142 -3.651
H10 -0.382 -0.931 -2.819
C10 3.053 -0.371 4.347
C11 1.922 0.019 3.438
N7 1.135 1.028 3.831
O1 1.778 -0.565 2.359
H11 2.865 -0.109 5.387
H12 3.951 0.150 4.011
H13 3.230 -1.439 4.256
H14 1.225 1.423 4.750
H15 0.374 1.332 3.243
C12 5.332 3.847 0.948
C13 5.291 2.419 0.401
C14 3.953 2.060 -0.154
N8 3.123 1.264 0.413
N9 1.951 1.122 -0.305
C15 1.912 1.849 -1.394
N10 0.867 1.873 -2.241
S1 3.356 2.748 -1.647
H16 6.320 4.068 1.349
H17 4.601 3.974 1.746
H18 5.116 4.579 0.169
H19 5.507 1.695 1.187
H20 6.048 2.291 -0.375
H21 -0.008 1.470 -1.931
H22 0.844 2.545 -2.986

Forces on atoms 1 to 3 (eV/Å):
Pt 0.1 0.1 0.0
C 0.0 0.0 0.0
C 0.0 0.0 0.0